(1)
C6H10O | ωB97M-V/def2-TZVPD

orbital gap: 10.387 eV
total charge: 0
max |F|: 0.3 eV Å⁻¹
total energy: -8431.0586 eV
LUMO: 1.02 eV
HOMO: -9.4 eV

Geometry (Å):
C -1.3390 -0.7459 -0.7383
C -0.2050 -0.7907 0.2853
C 1.1676 -0.8340 -0.4237
C 1.5008 0.6337 -0.5857
C 0.7811 1.3868 0.2441
C -0.1225 0.5260 1.1041
O -1.3589 1.0978 1.4806
H -1.1866 0.0732 -1.4531
H -1.3787 -1.6792 -1.3099
H -2.3089 -0.6064 -0.2506
H -0.3504 -1.6507 0.9489
H 1.1417 -1.3861 -1.3714
H 1.9227 -1.3234 0.2091
H 2.2642 0.9960 -1.2692
H 0.8516 2.4653 0.3606
H 0.3738 0.3253 2.0635
H -1.7535 1.5123 0.7058

Charges per atom according to Mulliken partitioning, unit e: -1.625 0.381 -0.796 -0.415 -0.542 -0.172 -0.562 0.381 0.394 0.368 0.338 0.372 0.288 0.423 0.438 0.359 0.368

---

(2)
C6H10O | ωB97M-V/def2-TZVPD

orbital gap: 9.995 eV
total charge: 0
max |F|: 0.9 eV Å⁻¹
total energy: -8430.2053 eV
LUMO: 0.96 eV
HOMO: -9.0 eV

Geometry (Å):
C -1.5662 1.0955 -0.2936
C -0.7286 -0.1749 -0.2738
C 0.4870 -0.2590 -1.2253
C 1.5125 -1.0261 -0.4107
C 1.0528 -1.3487 0.7967
C -0.0221 -0.3368 1.0792
O 0.8812 0.7789 1.3864
H -0.9479 1.9380 0.0315
H -1.9750 1.3330 -1.2793
H -2.4055 1.0134 0.4102
H -1.3937 -1.0312 -0.4752
H 0.8055 0.7455 -1.5275
H 0.2804 -0.8290 -2.1391
H 2.5365 -1.1551 -0.7408
H 1.5631 -1.8836 1.5905
H -0.7124 -0.5437 1.9103
H 0.6325 1.6839 1.1607

Charges per atom according to Mulliken partitioning, unit e: -1.424 0.208 -0.701 -0.158 -0.737 -0.058 -0.485 0.312 0.382 0.351 0.325 0.290 0.326 0.383 0.358 0.334 0.293

---

(3)
C6H10O | ωB97M-V/def2-TZVPD

orbital gap: 8.921 eV
total charge: 0
max |F|: 0.9 eV Å⁻¹
total energy: -8427.1505 eV
LUMO: 1.08 eV
HOMO: -7.8 eV

Geometry (Å):
C -2.1669 -0.4830 0.1546
C -0.7836 -0.0098 -0.1559
O -0.4547 1.2245 0.3020
C 0.7882 1.4730 -0.1936
C 1.5936 0.2456 -0.1158
C 1.3546 -0.6607 1.0378
C 0.4165 -0.8628 -0.1008
H -2.9030 0.2866 -0.0787
H -2.2805 -0.7598 1.2106
H -2.3918 -1.3689 -0.4452
H -0.4959 0.5470 -1.7248
H 0.2011 1.2061 -1.6770
H 1.1450 2.4651 0.0029
H 2.5202 0.1871 -0.6849
H 0.9667 -0.2389 1.9562
H 2.0917 -1.4464 1.1569
H 0.3989 -1.8046 -0.6446

Charges per atom according to Mulliken partitioning, unit e: -1.315 0.356 -0.349 -0.397 -0.255 -0.661 -0.219 0.332 0.325 0.326 0.070 0.137 0.408 0.364 0.186 0.289 0.404

---

(4)
C6H10O | ωB97M-V/def2-TZVPD

orbital gap: 8.921 eV
total charge: 0
max |F|: 1.2 eV Å⁻¹
total energy: -8428.9306 eV
LUMO: 1.08 eV
HOMO: -7.8 eV

Geometry (Å):
C 1.7665 -0.3840 1.1540
C 1.6898 0.2927 0.0107
C 0.7712 1.4760 -0.2581
O -0.6360 1.2352 -0.1103
C -1.0182 -0.0619 -0.3039
C -0.2425 -0.8945 -0.9883
C -2.3330 -0.4367 0.2782
H 1.0179 -0.2729 1.9387
H 2.5155 -1.1552 1.3027
H 2.3772 0.0483 -0.7987
H 0.9557 1.8849 -1.2612
H 1.0242 2.2542 0.4689
H 0.3206 -0.4343 -1.7628
H -0.1807 -1.9628 -0.8402
H -3.0505 0.3600 0.0547
H -2.3138 -0.6098 1.3566
H -2.6639 -1.3396 -0.2411

Charges per atom according to Mulliken partitioning, unit e: -0.647 -0.226 -0.407 -0.425 0.776 -1.025 -1.105 0.236 0.287 0.319 0.298 0.326 0.417 0.290 0.310 0.258 0.318

---

(5)
C6H10O | ωB97M-V/def2-TZVPD

orbital gap: 7.759 eV
total charge: 0
max |F|: 0.6 eV Å⁻¹
total energy: -8425.3581 eV
LUMO: 0.98 eV
HOMO: -6.8 eV

Geometry (Å):
C 0.4450 0.0424 1.2824
C 1.5222 1.5252 0.3076
O 0.8972 0.3323 -0.4025
C -0.1066 0.5353 -1.3910
C -1.1892 -0.4829 -1.1883
C -1.2400 -1.2889 -0.1304
C -0.2356 -1.2933 0.9961
H -0.2616 0.8117 1.5838
H 1.2381 -0.0730 2.0116
H 0.8269 2.3633 0.1491
H 2.4529 1.7452 -0.2359
H -0.5034 1.5571 -1.3083
H 0.3582 0.4349 -2.3834
H -1.9497 -0.5442 -1.9641
H -2.0459 -2.0180 -0.0677
H 0.5253 -2.0620 0.8082
H -0.7339 -1.5853 1.9329

Charges per atom according to Mulliken partitioning, unit e: -0.455 -0.867 -0.236 -0.346 -0.395 -0.301 -0.513 0.298 0.372 0.229 0.217 0.297 0.304 0.368 0.346 0.284 0.397

---

(6)
C6H10O | ωB97M-V/def2-TZVPD

orbital gap: 10.346 eV
total charge: 0
max |F|: 0.5 eV Å⁻¹
total energy: -8430.7510 eV
LUMO: 1.02 eV
HOMO: -9.3 eV

Geometry (Å):
C -1.5686 0.0617 0.6635
C -0.2782 -0.2084 0.8448
C 0.1756 -1.4135 1.6226
C 0.8324 0.6146 0.2210
C 0.4759 1.1957 -1.1458
C 0.0369 0.1247 -2.1211
O 0.4121 -1.0219 -2.0726
H -1.9090 0.9168 0.0858
H -2.3404 -0.5875 1.0664
H 1.0888 -1.1986 2.1877
H 0.4070 -2.2258 0.9223
H -0.5857 -1.7645 2.3246
H 1.7136 -0.0251 0.1083
H 1.1270 1.4217 0.9051
H -0.2943 1.9738 -1.0915
H 1.3572 1.6784 -1.5936
H -0.6505 0.4578 -2.9275

Charges per atom according to Mulliken partitioning, unit e: -1.011 0.833 -1.382 -0.560 -0.772 0.107 -0.483 0.246 0.293 0.334 0.261 0.407 0.317 0.377 0.326 0.370 0.338

---

(7)
C6H10O | ωB97M-V/def2-TZVPD

spin multiplicity: 2
orbital gap (spin up / spin down): 8.859 / 7.948 eV
total charge: +1
max |F|: 2.6 eV Å⁻¹
total energy: -8421.4718 eV
LUMO (spin up / spin down): -5.42 / -6.96 eV
HOMO (spin up / spin down): -14.3 / -14.9 eV

Geometry (Å):
C 0.2599 -2.1958 1.7387
C -0.6666 -2.1647 0.5174
C 0.8529 2.5406 0.0256
C 0.1979 1.4345 -0.5203
O 0.0504 1.2863 -1.8409
C -0.2413 0.3326 0.2227
C -0.6177 -0.8967 -0.2574
H 0.0412 -3.1164 2.2822
H -0.0204 -1.3855 2.3928
H 1.2626 -2.4105 1.3792
H -0.4825 -2.9359 -0.2329
H -1.7331 -2.1723 0.7934
H 1.7798 2.8630 -0.4395
H 0.5604 3.2015 0.8262
H 0.7324 1.8583 -2.2450
H -0.1160 0.4140 1.2960
H -1.1849 -0.8700 -1.1852

Charges per atom according to Mulliken partitioning, unit e: -1.178 -0.429 -0.848 0.710 -0.370 -0.258 -0.063 0.343 0.404 0.313 0.365 0.321 0.315 0.322 0.362 0.274 0.415

---

(8)
C6H10O2 | ωB97M-V/def2-TZVPD

orbital gap: 9.327 eV
total charge: 0
max |F|: 4.5 eV Å⁻¹
total energy: -10475.4375 eV
LUMO: 0.81 eV
HOMO: -8.5 eV

Geometry (Å):
C -2.4743 -0.6568 -0.5513
O -1.2023 -0.4164 0.1419
C -1.1563 0.7355 0.7810
C -0.0008 1.4432 0.6773
C 1.2208 1.5036 -0.1795
C 1.9637 0.4758 -0.4431
C 1.8823 -0.9941 -0.1351
O 1.3723 -1.5482 1.0450
H -2.7171 0.0970 -1.3886
H -2.4572 -1.7047 -0.9827
H -3.3149 -0.8035 0.2054
H -1.9473 0.7585 1.4993
H -0.2625 2.3582 1.2556
H 1.4913 2.4583 -0.6079
H 2.9249 0.6413 -1.0558
H 1.3044 -1.3841 -1.0352
H 2.9566 -1.6534 -0.3241
H 0.4163 -1.3103 1.0979

Charges per atom according to Mulliken partitioning, unit e: -0.761 -0.307 -0.238 -0.376 -0.208 -0.250 -0.293 -0.525 0.277 0.242 0.309 0.419 0.256 0.385 0.217 0.197 0.262 0.395

---

Q: What is the formula in the sixth record?
A: C6H10O